[1]
Density functional theory data (the ωB97M-V functional and the def2-TZVPD basis) for a molecular structure, C54H56BaGeN3O3P2S5 at a distorted geometry.

Output
ΔE to the lowest compared entry with this formula, charge and spin ... 0.0 kJ/mol
2S+1 ... 2
<S²> ... 0.76
Kohn-Sham gap (alpha / beta) ... 6.6525 / 5.0046 eV
M ... 1227.3 g/mol
HOMO level (alpha / beta) ... -6.5463 / -6.5455 eV

Last column: Löwdin spin population.
Cartesian coordinates (Å):
Ba -0.364 -0.286 0.336  0.02
O -2.290 -6.464 3.983  0.04
C -1.894 -5.550 3.323  0.01
S -2.636 -5.014 1.801  0.01
C -1.549 -3.701 1.438  0.14
C -0.513 -3.483 2.380  0.18
S 0.705 -2.311 2.312  0.23
S -0.481 -4.557 3.744  0.03
S -1.828 -2.857 0.019  0.27
C 5.238 2.362 -4.919  0.00
S 4.549 1.407 -6.280  0.00
C 4.866 -0.295 -5.736  0.00
C 3.709 -0.982 -5.020  0.00
C 3.322 -0.264 -3.738  0.00
N 2.201 -0.907 -3.034  0.00
P 0.666 -0.161 -3.100  0.00
C 0.277 -0.112 -4.867  0.00
C -0.580 -1.101 -5.347  0.00
C -0.847 -1.203 -6.704  0.00
C -0.263 -0.310 -7.590  0.00
C 0.579 0.688 -7.121  0.00
C 0.845 0.790 -5.765  0.00
C 1.015 1.599 -2.706  0.00
C 1.955 1.883 -1.711  0.00
C 2.194 3.188 -1.308  0.00
C 1.507 4.238 -1.904  0.00
C 0.560 3.966 -2.881  0.00
C 0.306 2.658 -3.266  0.00
P 2.597 -1.679 -1.518  0.00
C 4.139 -2.566 -1.904  0.00
C 4.240 -3.631 -2.796  0.00
C 5.460 -4.244 -3.009  0.00
C 6.592 -3.809 -2.328  0.00
C 6.502 -2.756 -1.433  0.00
C 5.276 -2.137 -1.226  0.00
C 1.514 -3.168 -1.545  0.00
C 0.717 -3.537 -2.620  0.01
C -0.011 -4.719 -2.585  0.00
C 0.057 -5.547 -1.475  0.00
C 0.870 -5.196 -0.407  0.00
C 1.594 -4.018 -0.446  0.01
H 5.218 3.408 -5.223  0.00
H 6.275 2.086 -4.733  0.00
H 4.669 2.269 -3.996  0.00
H 5.759 -0.283 -5.106  0.00
H 5.134 -0.854 -6.634  0.00
H 4.003 -2.009 -4.789  0.00
H 2.842 -1.038 -5.681  0.00
H 3.054 0.772 -3.962  0.00
H 4.195 -0.205 -3.074  0.00
H -1.055 -1.785 -4.655  0.00
H -1.514 -1.973 -7.065  0.00
H -0.468 -0.388 -8.649  0.00
H 1.040 1.383 -7.809  0.00
H 1.521 1.559 -5.417  0.00
H 2.510 1.085 -1.231  0.00
H 2.923 3.378 -0.532  0.00
H 1.707 5.258 -1.607  0.00
H 0.008 4.774 -3.341  0.00
H -0.445 2.473 -4.024  0.00
H 3.357 -3.988 -3.314  0.00
H 5.530 -5.073 -3.701  0.00
H 7.541 -4.300 -2.494  0.00
H 7.377 -2.419 -0.895  0.00
H 5.201 -1.314 -0.524  0.00
H 0.682 -2.924 -3.510  0.00
H -0.633 -4.989 -3.428  0.00
H -0.520 -6.462 -1.442  0.00
H 0.939 -5.836 0.463  0.00
H 2.225 -3.762 0.397  0.01
O 2.114 0.684 1.506  0.00
H 2.439 -0.084 1.993  0.00
H 1.881 1.327 2.198  0.00
O -1.317 2.797 -0.566  0.00
H -0.664 3.487 -0.405  0.00
H -1.901 2.829 0.213  0.00
C -4.050 -1.218 5.626  0.00
C -4.588 -0.033 5.146  0.00
C -3.833 0.801 4.335  0.00
C -2.527 0.483 3.971  0.00
C -2.004 -0.709 4.474  0.00
C -2.745 -1.549 5.292  0.00
Ge -1.427 1.536 2.664  0.00
C -2.603 3.137 2.381  0.00
C -3.800 2.988 1.674  0.00
C -4.607 4.070 1.354  0.00
C -4.230 5.351 1.726  0.00
C -3.046 5.528 2.428  0.00
C -2.251 4.438 2.748  0.00
C -0.004 2.326 3.827  0.00
C 0.961 3.139 3.225  0.00
C 2.006 3.707 3.943  0.00
C 2.116 3.462 5.303  0.00
C 1.171 2.658 5.924  0.00
C 0.129 2.105 5.196  0.00
H -4.638 -1.872 6.257  0.00
H -5.601 0.247 5.407  0.00
H -4.285 1.722 3.986  0.00
H -0.987 -1.003 4.226  0.00
H -2.302 -2.465 5.663  0.00
H -4.124 2.001 1.362  0.00
H -5.531 3.906 0.813  0.00
H -4.852 6.201 1.477  0.00
H -2.743 6.521 2.736  0.00
H -1.338 4.611 3.306  0.00
H 0.892 3.358 2.159  0.00
H 2.729 4.339 3.442  0.00
H 2.927 3.895 5.874  0.00
H 1.243 2.465 6.987  0.00
H -0.598 1.486 5.709  0.00
C -5.223 2.201 -2.601  0.00
C -4.683 1.258 -1.586  0.00
C -5.308 0.391 -0.718  0.00
C -4.277 -0.197 0.034  0.00
N -3.088 0.271 -0.354  0.00
N -3.367 1.145 -1.349  0.00
C -4.436 -1.151 1.168  0.01
H -6.308 2.237 -2.532  0.00
H -4.962 1.894 -3.614  0.00
H -4.843 3.211 -2.443  0.00
H -6.365 0.223 -0.621  0.00
H -2.632 1.755 -1.677  0.00
H -5.370 -0.947 1.691  0.00
H -3.628 -1.049 1.893  0.00
H -4.454 -2.183 0.823  0.00

=====

[2]
Density functional theory data (the ωB97M-V functional and the def2-TZVPD basis) for 2 unconnected molecules or ions with the total composition C8H16N2 at a distorted geometry.

Output
ΔE to the lowest compared entry with this formula, charge and spin ... 322.7 kJ/mol
Kohn-Sham gap ... 8.8456 eV
Net charge ... +2
M ... 140.2 g/mol
HOMO level ... -17.5951 eV

Last column: Löwdin charge in e.
Cartesian coordinates (Å):
C -2.606 0.152 -1.573  0.04
C -0.651 0.754 -0.613  0.04
C -2.219 1.308 -2.214  -0.07
C 2.365 0.349 -0.073  0.00
C 2.282 -1.585 1.475  0.03
C 1.034 0.524 2.001  -0.01
C -1.859 -1.409 0.225  0.04
C 1.877 -0.298 1.151  -0.27
N -0.869 1.600 -1.609  0.13
N -1.742 -0.242 -0.661  -0.05
H -3.430 -0.477 -1.878  0.18
H -2.230 1.273 -3.365  0.21
H -2.934 2.183 -2.186  0.20
H 3.298 -0.025 -0.248  0.08
H 1.621 0.140 -0.845  0.10
H 2.372 1.480 -0.069  0.15
H 3.250 -1.356 1.878  0.16
H 2.457 -2.001 0.543  0.10
H 1.445 -2.149 2.007  0.16
H 0.203 0.971 1.352  0.09
H 1.680 1.348 2.297  0.14
H 0.473 0.041 2.723  0.08
H -0.987 -1.236 1.070  0.14
H -1.550 -2.296 -0.387  0.13
H -2.773 -1.509 0.730  0.09
H -0.505 2.459 -1.733  0.12